Entry 1:
Formula: C34H30Cl2MnN7O3S3
Source: the OMol25 dataset
Level of theory: ωB97M-V with the def2-TZVPD basis set

The geometry in XYZ format:
```
80
Properties=species:S:1:pos:R:3:forces:R:3:lowdin_charge:R:1
Mn -0.721 1.084 0.143 0.0 0.2 0.6 0.5896
N -2.723 3.649 -0.357 0.1 -0.1 -0.1 0.1326
C -2.087 3.650 0.884 -0.6 0.3 -0.1 -0.2939
C -2.676 4.385 1.918 -0.1 0.1 -0.2 -0.0176
C -2.037 4.437 3.133 -0.1 0.1 0.1 -0.0641
C -0.814 3.801 3.281 0.2 0.0 0.0 -0.0468
C -0.311 3.112 2.196 0.4 -0.1 0.3 -0.1043
N -0.948 3.005 1.030 -0.3 -0.4 0.0 0.0707
C -2.715 2.724 -1.397 -0.2 0.4 0.2 -0.2723
C -3.343 3.102 -2.591 0.0 0.2 0.1 -0.0212
C -3.475 2.178 -3.599 -0.1 0.1 -0.1 -0.0733
C -3.025 0.888 -3.381 0.1 -0.3 0.0 -0.0665
C -2.402 0.610 -2.184 0.1 -0.1 -0.3 -0.1429
N -2.196 1.516 -1.217 -0.5 -0.1 0.2 0.0376
H -3.361 4.410 -0.493 -0.1 0.0 0.0 0.1301
H -3.626 4.883 1.757 0.0 -0.1 0.0 0.1085
H -2.489 4.965 3.964 0.0 0.0 0.0 0.1081
H -0.260 3.836 4.208 0.0 0.0 0.0 0.1069
H 0.650 2.611 2.235 -0.1 -0.1 0.1 0.0904
H -3.709 4.116 -2.703 0.0 0.0 0.0 0.1080
H -3.931 2.460 -4.540 0.0 0.0 0.0 0.1069
H -3.130 0.108 -4.126 0.0 0.0 0.1 0.1060
H -2.030 -0.377 -1.967 0.1 0.0 -0.1 0.0238
O 3.474 -2.215 2.273 0.0 0.2 0.1 -0.2045
S 1.968 -2.704 1.860 1.9 -0.1 0.5 0.6237
O 1.454 -3.330 3.042 -0.4 0.1 -0.3 -0.3266
O 2.281 -3.523 0.688 -0.9 0.4 0.1 -0.3722
S -0.756 -3.202 1.149 -0.3 0.0 -0.1 0.1724
C 2.711 -4.509 -2.049 0.0 0.0 -0.1 -0.0047
C 1.377 -3.997 -2.485 0.5 -0.2 -0.5 -0.2489
C 0.953 -3.911 -3.784 0.1 -0.2 0.0 0.0145
C -0.311 -3.350 -4.034 0.1 -0.2 -0.3 -0.3791
N -1.094 -2.925 -3.077 -0.3 0.0 0.8 0.0860
C -0.654 -3.035 -1.804 -0.1 0.1 -0.5 -0.7011
S -1.610 -2.475 -0.528 -0.5 -0.1 0.3 0.5126
N 0.551 -3.568 -1.525 0.2 0.2 0.6 0.1096
C -0.825 -3.194 -5.431 0.0 0.0 -0.1 -0.0305
H 3.250 -4.942 -2.889 0.0 0.0 0.0 0.0822
H 2.593 -5.248 -1.257 0.0 0.0 0.0 0.0924
H 3.291 -3.689 -1.622 0.0 0.0 0.0 0.0940
H 1.585 -4.254 -4.592 0.0 0.0 0.1 0.1151
H 0.891 -3.542 -0.535 -0.3 -0.2 -0.2 0.0518
H -0.222 -3.755 -6.145 0.0 0.0 0.0 0.0742
H -0.807 -2.137 -5.703 0.0 0.0 0.0 0.0739
H -1.860 -3.530 -5.482 0.0 0.0 0.0 0.0822
C -3.818 0.311 4.517 0.1 0.0 -0.1 -0.1408
C -3.880 0.538 3.146 0.2 0.0 0.0 -0.1191
C -2.760 0.368 2.343 0.0 -0.1 0.2 -0.0654
C -1.495 0.016 2.867 0.2 -0.1 0.1 -0.3003
C -1.488 -0.311 4.246 0.0 0.0 -0.1 -0.0389
C -2.614 -0.154 5.039 0.1 0.1 -0.1 -0.1128
N -0.400 -0.064 2.019 -1.0 0.3 0.3 -0.0157
C 0.875 -0.119 2.514 0.0 -0.1 -0.5 -0.3256
C 1.817 -0.839 1.589 0.0 -0.5 0.1 -0.1536
C 3.325 -0.810 1.910 -0.1 0.2 0.0 -0.3195
C 3.748 0.044 3.055 0.0 -0.3 0.0 -0.0837
C 2.832 0.566 3.868 -0.4 0.1 -0.1 -0.0935
C 1.394 0.490 3.610 0.4 0.1 0.2 -0.0652
H -4.688 0.449 5.147 0.0 0.0 0.0 0.0803
H -4.816 0.841 2.689 0.0 0.0 0.0 0.0914
H -2.883 0.441 1.270 0.1 0.2 -0.2 0.0744
H -0.588 -0.726 4.679 0.0 0.1 0.0 0.1027
H -2.548 -0.395 6.097 0.0 0.0 -0.1 0.0922
H 1.517 -0.675 0.555 0.1 0.1 -0.1 0.0935
H 3.922 -0.608 1.022 0.0 -0.1 -0.1 0.1330
H 4.813 0.140 3.237 -0.1 0.0 0.0 0.1019
H 3.153 1.150 4.727 -0.1 -0.1 0.0 0.0966
H 0.736 1.052 4.258 0.0 0.0 0.0 0.0931
Cl 3.161 2.379 0.454 -0.1 -0.1 0.0 0.6669
C 3.138 1.487 -1.052 0.0 -0.1 -0.2 -0.6057
C 4.318 1.368 -1.752 0.0 0.1 0.1 -0.1697
C 4.359 0.707 -2.979 0.1 0.0 0.0 -0.1565
C 3.168 0.193 -3.484 -0.1 0.0 0.0 -0.1750
C 1.988 0.313 -2.781 0.3 0.1 0.1 -0.5796
Cl 0.531 -0.331 -3.514 0.1 0.2 0.1 0.7270
C 1.869 0.938 -1.482 -0.2 0.0 0.1 -0.4980
N 0.778 1.006 -0.766 1.4 -0.4 -1.0 -0.1202
H 5.218 1.811 -1.337 -0.1 0.0 0.0 0.0893
H 5.287 0.611 -3.530 -0.1 0.0 0.0 0.0772
H 3.151 -0.304 -4.449 0.0 0.0 0.1 0.0858
```
Forces are in eV/Å.

As for the electronic energy: -141188.67091 eV. As for the expectation value of S²: 3.814. Its HOMO energy (spin up / spin down) is -2.90 / -3.28 eV. The value obtained for the LUMO energy (spin up / spin down) is 0.0797 / 0.0797 Eh. The net charge is -1. As for the multiplicity: 4.

Entry 2:
Formula: C2H10NO
Source: the OMol25 dataset
Level of theory: ωB97M-V with the def2-TZVPD basis set

The geometry in XYZ format:
```
14
Properties=species:S:1:pos:R:3:forces:R:3:lowdin_charge:R:1
O -0.273 2.663 -1.656 -1.6 -2.5 0.3 -0.0129
H 0.416 3.246 -1.479 1.6 2.0 0.0 0.0225
H 1.143 0.083 -0.623 -2.6 0.7 1.2 0.2195
H -0.849 2.972 -2.349 0.0 0.6 -0.3 0.0635
C 0.366 -1.957 1.008 -1.9 -2.1 0.6 -0.0851
C -0.333 -0.612 0.863 1.2 -0.2 2.3 -0.2220
N 0.078 0.208 -0.335 1.4 2.4 0.1 0.1041
H 1.067 -2.094 1.806 1.2 0.9 -0.1 0.0682
H -0.300 -2.856 1.386 0.4 2.0 -1.3 0.1349
H 0.703 -2.194 0.024 0.8 -0.9 -0.5 0.0620
H -1.375 -0.812 0.758 -0.8 0.5 0.2 0.1138
H -0.042 0.013 1.798 -1.0 -0.8 -1.7 0.1617
H -0.422 0.097 -1.255 0.1 0.0 1.4 0.1690
H -0.177 1.243 0.054 1.2 -2.6 -2.2 0.2010
```
Forces are in eV/Å.

As for the electronic energy: -5766.25665 eV. As for the energy relative to the best compared isomer or geometry (same formula, charge and spin): 1.426 eV. Its HOMO energy is -16.23 eV. The value obtained for the LUMO energy is -0.1346 Eh. The net charge is +1.

Entry 3:
Formula: C40H49N2P2SeSi2Ta
Source: the OMol25 dataset
Level of theory: ωB97M-V with the def2-TZVPD basis set

The geometry in XYZ format:
```
97
Properties=species:S:1:pos:R:3:forces:R:3:lowdin_charge:R:1
Ta -0.183 -0.236 -1.026 -0.2 0.3 -0.4 1.2231
C 0.839 -2.381 -3.166 0.0 0.1 0.0 -0.1735
Si 2.327 -2.242 -2.026 0.2 0.1 0.0 0.3836
C 3.741 -1.370 -2.859 0.0 -0.1 0.0 -0.1649
C 2.839 -3.870 -1.289 0.0 0.0 -0.1 -0.1482
N 1.577 -1.219 -0.784 0.5 0.1 0.1 -0.4044
P 1.721 -0.647 0.774 0.6 0.1 -0.5 0.7629
C 0.050 -0.180 0.932 0.3 -0.2 0.7 -0.4848
P -1.435 -1.061 1.107 -0.6 -0.1 0.0 0.7819
N -1.868 -1.033 -0.528 -0.6 -0.5 0.0 -0.3972
Si -3.373 -1.647 -1.364 -0.1 0.1 0.0 0.4204
C -2.966 -3.362 -1.952 0.0 0.0 0.1 -0.1506
C -3.630 -0.472 -2.779 0.0 0.0 0.0 -0.1838
C -4.815 -1.643 -0.184 0.0 0.0 -0.1 -0.1424
C -2.601 -0.096 2.053 0.0 0.0 0.1 -0.3230
C -3.080 1.084 1.480 0.0 0.0 0.0 -0.0921
C -3.922 1.904 2.209 0.0 0.0 0.0 -0.0447
C -4.275 1.560 3.509 0.0 0.0 0.0 -0.0384
C -3.775 0.404 4.088 0.0 0.0 0.0 -0.0447
C -2.933 -0.428 3.365 0.1 0.0 0.0 -0.0724
C -1.465 -2.793 1.566 0.1 0.1 0.1 -0.2956
C -2.669 -3.355 1.997 0.0 0.0 0.1 -0.0862
C -2.770 -4.728 2.165 0.0 0.0 0.0 -0.0408
C -1.680 -5.546 1.900 0.0 0.0 0.0 -0.0364
C -0.488 -4.992 1.453 0.0 0.0 0.0 -0.0444
C -0.381 -3.622 1.280 0.0 0.0 -0.1 -0.0938
C 2.440 -1.758 1.962 -0.2 0.0 0.1 -0.3234
C 3.773 -2.126 1.769 0.0 -0.1 -0.1 -0.0710
C 4.393 -2.945 2.695 0.0 0.0 0.0 -0.0409
C 3.695 -3.375 3.819 0.0 0.0 0.0 -0.0343
C 2.379 -2.986 4.024 0.0 0.0 0.0 -0.0422
C 1.746 -2.176 3.094 0.0 0.0 0.1 -0.0832
C 2.779 0.797 0.715 0.0 0.0 0.3 -0.3187
C 3.190 1.361 -0.489 0.0 0.0 0.0 -0.0891
C 3.995 2.492 -0.480 0.0 0.0 0.0 -0.0479
C 4.386 3.057 0.724 0.0 0.0 0.0 -0.0439
C 3.972 2.499 1.929 0.0 0.0 0.0 -0.0505
C 3.173 1.370 1.927 0.0 0.0 0.0 -0.0699
H 1.084 -2.808 -4.140 0.0 0.0 0.0 0.0593
H 0.409 -1.389 -3.409 0.0 0.0 0.0 0.0161
H 0.058 -3.003 -2.723 0.0 0.0 0.0 0.0175
H 4.303 -2.067 -3.485 0.0 0.0 0.0 0.0488
H 4.442 -0.958 -2.129 0.0 0.0 0.0 0.0336
H 3.402 -0.556 -3.503 0.0 0.0 0.0 0.0417
H 2.761 -4.648 -2.053 0.0 0.0 0.0 0.0495
H 2.217 -4.178 -0.447 0.0 0.0 0.0 0.0178
H 3.878 -3.854 -0.957 0.0 0.0 0.0 0.0406
H -2.129 -3.362 -2.651 0.0 0.0 0.0 0.0167
H -3.825 -3.782 -2.482 0.0 0.0 0.0 0.0530
H -2.727 -4.032 -1.122 0.0 0.0 0.0 0.0319
H -2.779 -0.418 -3.464 0.0 0.0 0.0 0.0228
H -3.848 0.541 -2.435 0.0 0.0 0.0 0.0335
H -4.486 -0.818 -3.363 0.0 0.0 0.0 0.0507
H -4.982 -2.629 0.251 0.0 0.0 0.0 0.0368
H -5.710 -1.389 -0.759 0.0 0.0 0.0 0.0517
H -4.741 -0.911 0.619 0.0 0.0 0.0 0.0223
H -2.802 1.357 0.468 0.0 0.0 0.0 0.0891
H -4.305 2.813 1.764 0.0 0.0 0.0 0.1191
H -4.937 2.203 4.073 0.0 0.0 0.0 0.1203
H -4.037 0.146 5.105 0.0 0.0 0.0 0.1192
H -2.535 -1.319 3.832 0.0 0.0 0.0 0.1097
H -3.533 -2.737 2.194 0.0 0.0 0.0 0.0990
H -3.703 -5.157 2.504 0.0 0.0 0.0 0.1221
H -1.761 -6.616 2.036 0.0 0.0 0.0 0.1216
H 0.362 -5.625 1.236 0.0 0.0 0.0 0.1173
H 0.550 -3.215 0.911 0.0 0.0 0.0 0.0657
H 4.330 -1.766 0.911 0.0 0.0 0.0 0.1184
H 5.424 -3.237 2.553 0.0 0.0 0.0 0.1205
H 4.188 -4.006 4.546 0.0 0.0 0.0 0.1211
H 1.848 -3.308 4.910 0.0 0.0 0.0 0.1192
H 0.723 -1.863 3.263 0.0 0.0 0.0 0.1022
H 2.905 0.920 -1.435 0.0 0.0 0.0 0.0758
H 4.320 2.924 -1.417 0.0 0.0 0.0 0.1186
H 5.020 3.934 0.729 0.0 0.0 0.0 0.1192
H 4.279 2.940 2.867 0.0 0.0 0.0 0.1187
H 2.861 0.931 2.869 0.0 0.0 0.0 0.1182
C 0.545 7.933 -1.805 0.0 0.0 0.0 -0.0324
C 0.228 6.467 -1.843 0.0 0.0 0.0 -0.2428
C -0.153 5.846 -3.027 0.0 0.0 0.0 0.0072
C -0.428 4.487 -3.094 0.0 -0.1 0.0 -0.3031
C -0.821 3.859 -4.400 0.0 0.1 -0.1 -0.0835
C -0.313 3.758 -1.909 0.3 0.0 0.3 -0.4486
Se -0.706 1.872 -2.051 -0.1 0.1 -0.6 0.7478
C 0.042 4.331 -0.686 -0.1 0.0 0.0 -0.2824
C 0.125 3.589 0.618 0.0 0.0 0.0 -0.0499
C 0.313 5.695 -0.691 0.0 0.0 0.0 -0.0018
H 0.220 8.435 -2.715 0.0 0.0 0.0 0.0826
H 1.621 8.088 -1.703 0.0 0.0 0.0 0.0924
H 0.063 8.417 -0.956 0.0 0.0 0.0 0.0883
H -0.239 6.434 -3.933 0.0 0.0 0.0 0.1263
H -0.840 4.609 -5.188 0.0 0.0 0.0 0.0867
H -1.814 3.407 -4.348 0.0 0.0 0.0 0.0762
H -0.117 3.080 -4.698 0.0 0.0 0.0 0.0729
H -0.360 2.616 0.589 0.0 0.0 0.0 0.0059
H -0.349 4.175 1.406 0.0 0.0 0.0 0.0945
H 1.167 3.435 0.909 0.0 0.0 0.0 0.0779
H 0.585 6.167 0.246 0.0 0.0 0.0 0.1318
```
Forces are in eV/Å.

As for the electronic energy: -146477.78825 eV. As for the energy relative to the best compared isomer or geometry (same formula, charge and spin): 0.715 eV. Its HOMO energy is -12.94 eV. The value obtained for the LUMO energy is -0.2283 Eh. The net charge is +2.